# 1
The following is a quantum chemistry calculation of a molecular structure, C36H47N5P2Pd at a distorted geometry, from OMol25.

Calculated values
F_max: 0.1003 Eh/bohr
Kohn-Sham gap (spin up / spin down): 0.2197 / 0.2381 Eh
total charge: 0
HOMO energy (spin up / spin down): -6.22 / -7.44 eV
energy relative to the best compared isomer or geometry (same formula, charge and spin): 237.4 kJ/mol
2S+1: 3

Last column: Mulliken spin population.
Cartesian coordinates (Å):
Pd -0.10 1.14 -2.04  0.176
C -1.32 1.22 -3.66  -0.026
C -0.71 -0.06 -3.63  0.054
C 0.42 -0.43 -4.53  0.020
C 1.58 0.60 -4.45  0.004
C 1.62 1.34 -3.15  0.039
C 1.11 2.62 -2.88  0.006
C 0.02 3.37 -3.57  0.009
C -0.89 2.45 -4.40  -0.004
C 0.36 1.82 -0.18  0.356
H -2.36 1.18 -3.37  -0.002
H -1.38 -0.88 -3.34  -0.065
H 0.03 -0.46 -5.55  -0.006
H 0.79 -1.44 -4.31  0.001
H 2.54 0.08 -4.57  0.000
H 1.48 1.29 -5.29  -0.002
H 2.37 1.00 -2.44  0.006
H 1.63 3.17 -2.11  -0.010
H 0.38 4.23 -4.16  0.003
H -0.59 3.84 -2.77  0.002
H -1.81 3.00 -4.63  -0.001
H -0.40 2.19 -5.34  0.002
H -0.53 1.87 0.46  -0.116
H 0.78 2.79 -0.47  0.032
H 1.11 1.18 0.31  -0.116
P 1.93 -0.97 0.27  0.028
P -1.46 -0.63 -0.60  0.388
N 3.45 -0.11 -0.55  0.000
N 2.87 -2.08 1.13  0.001
N -3.15 0.41 -1.36  0.043
N -2.55 -1.62 0.30  0.023
C 1.21 -1.80 -1.17  -0.045
C -0.33 -2.07 -1.15  0.104
C 3.79 1.24 -0.52  -0.001
C 5.01 1.43 -1.18  0.001
C 5.41 0.16 -1.69  0.000
C 4.43 -0.76 -1.30  0.001
C 3.80 -1.65 2.10  0.000
C 4.67 -2.69 2.35  0.000
C 4.26 -3.81 1.55  0.000
C 3.15 -3.42 0.82  0.001
C -3.02 1.79 -1.20  -0.003
C -4.10 2.47 -1.78  -0.007
C -4.95 1.48 -2.33  0.016
C -4.35 0.23 -2.05  -0.012
C -3.94 -1.58 0.52  0.001
C -4.26 -2.42 1.57  0.031
C -3.03 -2.93 2.10  0.016
C -2.01 -2.39 1.35  0.039
H 1.73 -2.76 -1.32  0.002
H 1.46 -1.19 -2.06  -0.015
H -0.65 -2.34 -2.17  0.009
H -0.57 -2.93 -0.51  0.008
H 3.14 1.95 -0.02  0.000
H 5.56 2.37 -1.27  0.000
H 6.31 -0.06 -2.25  0.000
H 4.38 -1.83 -1.46  0.000
H 3.73 -0.65 2.50  0.000
H 5.53 -2.65 3.01  0.000
H 4.74 -4.77 1.51  0.000
H 2.51 -3.95 0.14  0.000
H -2.14 2.21 -0.73  -0.013
H -4.22 3.55 -1.79  0.001
H -5.89 1.64 -2.84  0.000
H -4.74 -0.76 -2.28  0.001
H -4.58 -1.00 -0.11  0.001
H -5.26 -2.62 1.93  0.003
H -2.91 -3.58 2.95  0.000
H -0.94 -2.51 1.42  -0.008
C 0.27 1.18 5.21  0.004
N 0.75 -0.03 4.59  -0.005
C 1.50 -0.92 5.42  0.000
C 0.10 -0.52 3.42  0.177
C -1.27 0.07 3.18  0.228
C -2.38 -0.23 4.01  0.056
C -3.60 0.40 3.74  -0.034
C -3.73 1.31 2.69  0.060
C -2.59 1.66 1.93  0.001
C -1.45 0.96 2.16  0.499
H 1.05 1.53 5.90  0.001
H -0.64 1.01 5.81  0.001
H 0.05 1.95 4.46  -0.006
H 0.85 -1.48 6.11  0.000
H 2.06 -1.64 4.79  0.000
H 2.20 -0.32 6.02  0.000
H 0.72 -0.26 2.54  0.001
H 0.05 -1.62 3.46  -0.001
H -2.27 -0.97 4.81  0.004
H -4.47 0.14 4.35  0.004
H -4.68 1.78 2.45  0.003
H -2.67 2.44 1.17  0.031


# 2
The following is a quantum chemistry calculation of 6 unconnected molecules or ions with the total composition C36H48BF24NO14PS at a distorted geometry, from OMol25.

Calculated values
F_max: 0.1006 Eh/bohr
Kohn-Sham gap: 0.2942 Eh
total charge: +1
HOMO energy: -12.47 eV

Last column: Mulliken charge in e.
Cartesian coordinates (Å):
C -1.31 -9.66 2.17  -0.871
B -1.96 -9.01 0.81  0.334
O -2.78 -9.80 -0.10  -0.560
C -1.60 -7.43 0.53  0.123
C -0.14 -7.11 0.11  -0.660
C 0.20 -5.62 -0.20  0.063
P 2.01 -5.31 -0.71  0.568
O 2.84 -6.56 -0.27  -0.670
C -0.88 -4.50 -0.09  0.147
C -0.55 -2.98 -0.44  -0.914
C 0.55 -2.29 0.50  -0.226
C 1.63 -1.59 -0.51  -0.579
C 2.44 -0.39 0.16  -0.157
C 4.07 -0.48 -0.05  1.123
F 4.53 0.90 -0.03  -0.377
F 4.29 -1.03 -1.34  -0.282
C 4.62 -1.35 1.17  0.574
F 4.61 -0.48 2.31  -0.274
F 3.78 -2.44 1.54  -0.224
S 6.36 -2.01 1.00  1.121
F 6.84 -1.08 2.33  -0.335
F 6.85 -0.81 -0.04  -0.159
F 5.96 -3.08 -0.21  -0.292
F 6.00 -3.24 2.11  -0.347
F 7.92 -2.62 0.95  -0.288
N -2.22 -4.88 0.36  0.450
C -3.33 -3.87 0.54  -1.374
C -2.94 -3.05 1.89  0.792
C -2.85 -3.99 3.20  -0.399
C -1.33 -4.20 3.70  0.359
O -0.61 -3.27 4.15  -0.582
O -0.80 -5.53 3.67  -0.395
C -2.58 -6.26 0.66  -0.214
H -1.73 -10.71 2.35  0.243
H -0.17 -9.66 1.98  0.333
H -1.55 -8.92 3.01  0.245
H -2.23 -10.60 -0.34  0.330
H 0.62 -7.95 0.03  0.411
H 2.15 -5.00 -2.09  0.169
H 2.46 -4.24 0.17  0.023
H -1.46 -2.29 -0.47  0.132
H -0.14 -2.99 -1.53  0.753
H 1.04 -2.98 1.25  0.456
H 0.03 -1.40 1.02  0.170
H 1.04 -1.15 -1.40  0.530
H 2.27 -2.45 -0.91  0.304
H 2.11 0.61 -0.33  -0.971
H 2.27 -0.31 1.30  0.545
H -4.33 -4.38 0.78  0.382
H -3.40 -3.12 -0.31  0.415
H -1.94 -2.50 1.80  -0.547
H -3.72 -2.23 2.13  0.322
H -3.43 -3.54 4.08  0.366
H -3.33 -5.00 2.96  0.277
H -0.02 -5.59 4.26  0.346
H -3.66 -6.48 0.98  0.357
C 0.39 3.96 3.91  -1.137
C -0.30 4.46 2.66  -0.262
O -0.34 3.43 1.65  -0.174
C -1.31 2.51 1.78  0.091
O -2.12 2.49 2.66  -0.564
C -1.25 1.52 0.62  1.023
F 0.01 1.09 0.36  -0.193
F -1.71 2.05 -0.53  -0.290
F -1.98 0.41 0.84  -0.215
H 1.38 3.57 3.67  0.289
H 0.48 4.76 4.64  0.391
H -0.17 3.14 4.37  0.305
H 0.26 5.29 2.24  0.312
H -1.31 4.82 2.87  0.374
C 2.46 2.71 -1.78  0.177
C 2.90 4.15 -1.91  -0.526
O 2.02 4.88 -2.78  -0.330
C 0.87 5.31 -2.23  0.307
O 0.55 5.12 -1.08  -0.521
C 0.05 6.10 -3.25  0.967
F -0.01 5.49 -4.45  -0.260
F 0.57 7.32 -3.47  -0.264
F -1.22 6.30 -2.86  -0.236
H 2.37 2.24 -2.77  0.266
H 3.16 2.13 -1.18  -0.156
H 1.47 2.64 -1.31  -0.139
H 3.89 4.19 -2.37  0.376
H 2.97 4.64 -0.94  0.311
C -7.30 -0.44 7.14  -1.118
C -6.97 0.32 5.86  -0.223
O -6.36 -0.56 4.90  -0.288
C -7.20 -1.33 4.19  0.146
O -8.40 -1.33 4.32  -0.499
C -6.43 -2.17 3.17  1.104
F -5.33 -2.75 3.71  -0.219
F -6.00 -1.43 2.13  -0.256
F -7.16 -3.17 2.65  -0.272
H -6.41 -0.93 7.53  0.303
H -7.69 0.24 7.90  0.384
H -8.04 -1.21 6.95  0.317
H -6.24 1.10 6.08  0.320
H -7.85 0.80 5.44  0.326
C 8.11 1.03 -1.49  -0.897
C 9.45 1.34 -2.13  -0.426
O 9.34 1.35 -3.56  -0.323
C 8.85 2.48 -4.11  0.416
O 8.52 3.45 -3.47  -0.513
C 8.83 2.37 -5.63  0.836
F 8.33 1.20 -6.05  -0.245
F 10.07 2.47 -6.16  -0.244
F 8.09 3.33 -6.21  -0.239
H 7.70 0.10 -1.88  0.296
H 8.22 0.95 -0.40  0.316
H 7.39 1.82 -1.70  0.343
H 10.17 0.55 -1.88  0.347
H 9.87 2.28 -1.77  0.325
C -4.26 6.01 -4.87  -1.079
C -3.82 7.46 -5.00  -0.139
O -4.70 8.19 -5.87  -0.321
C -5.85 8.62 -5.31  0.376
O -6.16 8.43 -4.16  -0.502
C -6.67 9.41 -6.32  0.839
F -6.74 8.80 -7.52  -0.241
F -6.15 10.63 -6.54  -0.247
F -7.94 9.60 -5.92  -0.238
H -4.35 5.55 -5.86  0.323
H -3.54 5.44 -4.28  0.301
H -5.23 5.94 -4.40  0.321
H -2.82 7.50 -5.46  0.273
H -3.74 7.95 -4.03  0.324